# 1
The following is a DFT calculation (ωB97M-V/def2-TZVPD) of a molecular structure, C22H26AuN7OSi.

- charge = -2
- relative energy (zero: lowest compared OMol25 entry of this formula, charge and spin) (kJ/mol) = 55.4

XYZ file:
```
58
Properties=species:S:1:pos:R:3:forces:R:3
Au -5.07184 -16.70942 0.89470 -0.2 0.9 0.2
C -5.40586 -13.23223 3.35823 -0.1 0.1 0.3
Si -4.92242 -13.14308 1.52723 -0.8 -2.0 -1.4
C -4.99948 -11.32477 1.02354 -0.3 1.0 0.0
C -3.10993 -13.60521 1.30480 -0.2 0.1 0.2
N -5.90433 -14.32864 0.59870 0.3 1.3 0.6
C -6.86733 -14.09557 -0.30855 0.3 -0.5 0.5
C -7.30442 -12.79922 -0.70578 -0.2 -0.2 -0.5
C -8.28565 -12.60902 -1.66813 0.1 -0.4 -0.1
C -8.93089 -13.68698 -2.27095 0.2 0.2 0.2
C -8.56946 -14.98567 -1.88776 0.5 0.3 0.3
C -7.56384 -15.20951 -0.95811 -0.5 1.9 -0.6
O -7.28837 -16.44572 -0.48953 0.5 -2.5 -0.1
C -7.32596 -17.60724 -1.28553 -0.5 1.8 0.4
C -6.94783 -17.59817 -2.61731 0.1 0.1 -0.1
C -7.21484 -18.70434 -3.40301 0.2 -0.3 -0.2
C -7.78233 -19.85127 -2.86376 0.0 -0.1 0.0
C -8.09369 -19.84918 -1.50910 -0.4 -0.6 -0.1
C -7.89154 -18.74019 -0.72120 0.2 0.4 0.2
H -5.03832 -12.32356 3.88164 -0.2 -0.5 -0.1
H -4.95299 -14.12475 3.82890 0.0 0.5 -0.2
H -6.50625 -13.30101 3.49778 0.6 0.1 -0.2
H -4.18826 -10.74996 1.52539 -0.4 -0.3 -0.2
H -5.97499 -10.82990 1.26512 0.7 -0.3 -0.1
H -4.85017 -11.22247 -0.06876 0.0 0.0 0.5
H -2.47559 -13.09538 2.04773 0.0 -0.2 -0.2
H -2.75527 -13.35937 0.29254 -0.1 0.0 0.2
H -3.02728 -14.69246 1.41012 0.2 0.0 0.1
H -6.79358 -11.95279 -0.26626 -0.3 -0.1 -0.1
H -8.52495 -11.61080 -2.00577 -0.1 0.3 0.1
H -9.68905 -13.51733 -3.02281 -0.1 -0.1 -0.1
H -9.06098 -15.82362 -2.35434 -0.1 -0.3 0.0
H -6.47062 -16.73123 -3.05485 -0.1 0.1 0.1
H -6.96712 -18.65646 -4.45513 0.1 -0.1 -0.1
H -7.95841 -20.74087 -3.47059 0.0 0.3 0.1
H -8.57326 -20.71557 -1.05948 0.2 0.0 -0.1
H -8.15919 -18.71619 0.32314 0.0 0.0 0.1
N -7.59955 -19.80205 4.51022 0.5 -0.6 -0.3
N -7.31653 -18.60279 3.90305 0.5 1.7 -1.1
N -6.84201 -17.56174 4.59168 -0.4 -0.4 -0.8
C -6.62203 -16.64784 3.62793 -1.2 -2.3 -0.7
N -6.97244 -17.12648 2.39291 -0.6 -1.4 1.4
N -7.39121 -18.40659 2.56652 0.4 1.7 1.8
H -7.50356 -19.77891 5.51284 -0.2 0.2 -0.3
H -8.30634 -20.36963 4.05696 0.1 0.6 0.3
H -6.23742 -15.67052 3.80852 0.1 0.2 0.0
N -3.26614 -17.39436 0.84029 0.7 -0.6 0.4
C -2.49613 -17.56470 1.90224 -1.0 0.1 -2.7
C -1.21277 -18.08388 1.50147 0.7 -0.2 1.1
C -0.23892 -18.25508 2.44022 0.2 -0.2 -0.5
C -0.48606 -18.00050 3.79017 0.6 0.3 1.3
C -1.71933 -17.48329 4.18351 0.1 -0.3 0.1
C -2.72796 -17.27716 3.28521 -0.2 0.1 -0.1
H -1.09110 -18.35488 0.45923 0.0 0.2 0.1
H 0.74783 -18.58168 2.12547 0.1 -0.2 0.1
H 0.27463 -18.15218 4.55710 0.0 0.0 -0.2
H -1.88904 -17.27610 5.23251 0.0 0.1 0.2
H -3.70326 -16.89482 3.57659 0.1 0.0 0.0
```
Positions in Å, forces in eV/Å.

Just the Mulliken charges please, in e? Sure, here they are: number 1, Au, carries -0.032; number 2, C, carries -1.085; number 3, Si, carries -0.036; number 4, C, carries -1.212; number 5, C, carries -0.682; number 6, N, carries 0.240; number 7, C, carries 0.398; number 8, C, carries -0.220; number 9, C, carries -0.832; number 10, C, carries -0.682; number 11, C, carries -0.461; number 12, C, carries 0.039; number 13, O, carries -0.133; number 14, C, carries 0.323; number 15, C, carries 0.059; number 16, C, carries -0.542; number 17, C, carries -0.515; number 18, C, carries -0.406; number 19, C, carries -0.579; number 20, H, carries 0.340; number 21, H, carries 0.303; number 22, H, carries 0.340; number 23, H, carries 0.337; number 24, H, carries 0.304; number 25, H, carries 0.318; number 26, H, carries 0.283; number 27, H, carries 0.282; number 28, H, carries 0.036; number 29, H, carries 0.081; number 30, H, carries 0.362; number 31, H, carries 0.346; number 32, H, carries 0.400; number 33, H, carries 0.459; number 34, H, carries 0.344; number 35, H, carries 0.349; number 36, H, carries 0.328; number 37, H, carries 0.324; number 38, N, carries -0.589; number 39, N, carries 1.118; number 40, N, carries -0.958; number 41, C, carries -0.041; number 42, N, carries 0.152; number 43, N, carries -0.671; number 44, H, carries 0.263; number 45, H, carries 0.221; number 46, H, carries 0.332; number 47, N, carries -0.721; number 48, C, carries 0.333; number 49, C, carries -0.635; number 50, C, carries -0.126; number 51, C, carries -0.592; number 52, C, carries -0.423; number 53, C, carries -0.282; number 54, H, carries 0.344; number 55, H, carries 0.278; number 56, H, carries 0.273; number 57, H, carries 0.333; number 58, H, carries 0.213

***

# 2
The following is a DFT calculation (ωB97M-V/def2-TZVPD) of a single C13H25N3O3 molecule.

- charge = 0
- structure (SMILES) = CNC(=O)[C@H](NC(=O)[C@H](NC(C)=O)C(C)C)C(C)C
- relative energy (zero: lowest compared OMol25 entry of this formula, charge and spin) (kJ/mol) = 134.9

XYZ file:
```
44
Properties=species:S:1:pos:R:3:forces:R:3
O -2.00537 -1.69358 1.18849 0.0 -0.4 0.0
O -0.69275 3.08201 1.19094 3.9 -0.3 -1.2
O 1.20803 -0.48038 -1.80281 0.8 -0.7 -0.2
C -1.26742 -2.51524 0.64307 -1.4 2.3 3.9
C 0.53414 2.83616 0.93564 -2.5 -0.7 1.0
C 0.12401 -0.27350 -1.29594 2.3 0.5 0.3
N 1.55008 3.69626 1.29025 0.3 -1.3 -1.2
N -0.09345 0.82606 -0.56184 0.3 1.2 1.3
N -0.96481 -2.40238 -0.61318 1.2 0.4 -3.8
C -0.45504 -3.50414 1.43409 -1.5 -1.9 -0.7
C 1.19625 5.00534 1.75724 -0.6 -0.1 -1.5
C 0.14421 0.50787 2.68372 -1.6 0.3 0.2
C 2.62474 0.47577 2.15104 -1.7 -1.1 0.2
C -2.23091 -2.52022 -3.11335 -0.3 1.1 -1.6
C -1.24921 -0.37349 -3.94789 -1.7 -2.0 -0.9
C 1.16629 0.43503 1.55147 1.5 0.4 1.1
C -1.10438 -1.50869 -2.94425 1.8 -3.1 -1.0
C 0.96968 1.41934 0.38616 -1.3 0.5 -0.1
C -1.01062 -1.21166 -1.47386 -1.6 0.5 -0.3
H 2.55852 3.50437 1.23628 -1.2 -0.5 -0.4
H -1.06621 0.81210 -0.31003 -0.1 0.9 1.2
H -0.39536 -3.13000 -0.96277 0.8 -0.6 -0.6
H 0.50620 -3.30931 1.06094 1.8 -0.1 0.1
H -0.51497 -3.42581 2.52185 -0.3 0.2 -0.4
H -0.72235 -4.54645 1.08396 0.3 0.9 0.6
H 0.99349 4.84882 2.77556 -0.7 0.8 1.5
H 0.31092 5.27860 1.13988 0.5 0.3 1.0
H 2.02088 5.69098 1.59400 0.0 0.1 0.1
H -0.85182 0.92279 2.39766 0.9 -0.2 -0.2
H -0.12726 -0.47481 3.07824 0.4 -0.1 -0.1
H 0.46345 1.10678 3.53545 0.3 0.2 -0.1
H 2.94496 1.39343 2.56546 0.0 1.2 0.6
H 2.62835 -0.28914 2.92241 0.0 0.1 0.5
H 3.40370 0.13454 1.52370 0.6 -0.2 -1.4
H -2.29990 -2.91540 -4.13584 0.1 0.2 0.1
H -2.17750 -3.35059 -2.46847 0.1 -0.9 0.9
H -3.13159 -1.94548 -2.92017 -0.6 -0.3 0.1
H -1.15777 -0.77886 -5.00418 0.0 0.3 1.3
H -2.27836 -0.01570 -3.88017 0.0 0.4 0.0
H -0.56148 0.39237 -3.84435 1.3 1.6 0.4
H 1.12328 -0.56337 1.16957 -0.2 -0.6 -0.8
H -0.13125 -2.04016 -3.16042 -0.7 0.5 -0.1
H 1.94596 1.58919 -0.07592 -0.4 -0.5 -0.7
H -1.92734 -0.68942 -1.30157 -0.8 0.4 0.9
```
Positions in Å, forces in eV/Å.

Just the Mulliken charges please, in e? Sure, here they are: number 1, O, carries -0.650; number 2, O, carries -0.647; number 3, O, carries -0.689; number 4, C, carries 0.805; number 5, C, carries 0.152; number 6, C, carries 0.108; number 7, N, carries -0.181; number 8, N, carries -0.043; number 9, N, carries -0.088; number 10, C, carries -1.412; number 11, C, carries -0.916; number 12, C, carries -1.502; number 13, C, carries -1.970; number 14, C, carries -1.591; number 15, C, carries -1.515; number 16, C, carries 1.291; number 17, C, carries 0.228; number 18, C, carries -0.373; number 19, C, carries -0.042; number 20, H, carries 0.294; number 21, H, carries 0.340; number 22, H, carries 0.316; number 23, H, carries 0.444; number 24, H, carries 0.313; number 25, H, carries 0.370; number 26, H, carries 0.322; number 27, H, carries 0.279; number 28, H, carries 0.332; number 29, H, carries 0.369; number 30, H, carries 0.258; number 31, H, carries 0.426; number 32, H, carries 0.432; number 33, H, carries 0.445; number 34, H, carries 0.471; number 35, H, carries 0.413; number 36, H, carries 0.374; number 37, H, carries 0.417; number 38, H, carries 0.332; number 39, H, carries 0.334; number 40, H, carries 0.460; number 41, H, carries -0.031; number 42, H, carries 0.274; number 43, H, carries 0.517; number 44, H, carries 0.535

***

# 3
The following is a DFT calculation (ωB97M-V/def2-TZVPD) of 4 unconnected molecules or ions with the total composition C4H10O.

- charge = 0
- relative energy (zero: lowest compared OMol25 entry of this formula, charge and spin) (kJ/mol) = 400.6

XYZ file:
```
15
Properties=species:S:1:pos:R:3:forces:R:3
C 1.91836 -0.05652 -0.04686 -0.1 -0.1 0.0
C 0.75712 -0.77488 -0.25728 0.2 -0.1 0.0
C -0.86005 0.56561 -0.16799 -0.2 0.1 0.0
C -1.93871 -0.48078 0.02735 0.0 -0.1 0.0
O -0.66620 1.42420 0.73679 0.2 -0.1 -0.2
H 1.53919 1.33094 0.68444 0.1 0.0 0.0
H 2.41915 0.42454 -0.88487 -0.1 -0.1 0.2
H 2.54495 -0.23869 0.82158 -0.1 0.0 -0.1
H 0.47717 -1.03237 -1.27406 0.0 0.1 0.1
H 0.44799 -1.48078 0.51046 0.0 0.1 -0.1
H -0.71847 0.88708 -1.21676 0.0 0.0 0.1
H -1.89480 -1.25381 -0.74640 0.0 0.1 0.1
H -1.86675 -0.94043 1.01620 0.0 0.1 -0.1
H -2.91142 0.02030 -0.04437 0.1 -0.1 0.0
H 0.75246 1.60560 0.84177 -0.2 -0.1 0.0
```
Positions in Å, forces in eV/Å.

Just the Mulliken charges please, in e? Sure, here they are: number 1, C, carries -0.622; number 2, C, carries -0.723; number 3, C, carries 0.205; number 4, C, carries -1.078; number 5, O, carries -0.573; number 6, H, carries 0.034; number 7, H, carries 0.306; number 8, H, carries 0.353; number 9, H, carries 0.388; number 10, H, carries 0.278; number 11, H, carries 0.356; number 12, H, carries 0.310; number 13, H, carries 0.308; number 14, H, carries 0.346; number 15, H, carries 0.113

***

Orbital gap? In order: 3.37, 10.06, 9.60 eV.
Strongest force on any atom? In order: 2.90, 4.78, 0.31 eV/A.
Electronic energy? In order: -1737.4865, -900.3319, -233.4924 Ha.